Entry 1:
Formula: C29H57Li2O10
Source: OMol25
Level of theory: ωB97M-V/def2-TZVPD

For the LUMO energy, the calculation gives -4.81 eV. Its energy relative to the best compared isomer or geometry (same formula, charge and spin) is 66.92 kcal/mol. As for the electronic energy: -51875.44503 eV. The value obtained for the highest occupied orbital energy is -11.3 eV.

ORCA input file:
```
! RIJCOSX wB97M-V def2-TZVPD def2/J DEFGRID3
* xyz 1 1
Li -2.716 -6.148 -22.783
Li -1.971 -7.349 -25.479
O -0.527 -9.632 -22.257
C -1.207 -8.733 -22.898
O -1.685 -7.800 -22.234
O -1.538 -8.841 -24.094
H -0.740 -9.358 -21.362
C -2.404 -10.851 -18.538
C -1.428 -11.816 -19.176
C -0.201 -10.945 -19.378
O -0.741 -9.625 -19.576
C -2.062 -9.506 -19.224
H -2.237 -10.787 -17.463
H -3.415 -11.225 -18.705
H -1.726 -12.156 -20.168
H -1.212 -12.752 -18.659
H 0.477 -11.242 -20.178
H 0.335 -10.866 -18.432
H -2.714 -9.364 -20.086
H -2.229 -8.775 -18.433
C 2.763 -10.990 -23.171
C 4.052 -11.610 -23.718
C 3.549 -12.172 -25.074
O 2.629 -11.209 -25.566
C 2.102 -10.435 -24.435
H 2.990 -10.167 -22.494
H 2.202 -11.798 -22.701
H 4.547 -12.398 -23.151
H 4.744 -10.798 -23.944
H 3.021 -13.112 -24.916
H 4.351 -12.409 -25.773
H 1.018 -10.524 -24.367
H 2.355 -9.385 -24.580
C 1.800 -6.472 -18.642
C 1.235 -7.037 -19.946
C 2.162 -8.139 -20.441
O 3.227 -8.124 -19.514
C 2.877 -7.482 -18.282
H 1.055 -6.291 -17.868
H 2.380 -5.552 -18.727
H 1.104 -6.251 -20.689
H 0.210 -7.386 -19.823
H 2.549 -7.873 -21.425
H 1.594 -9.062 -20.559
H 3.732 -7.038 -17.773
H 2.435 -8.225 -17.618
C -0.534 -13.452 -22.772
C -1.525 -12.689 -23.664
C -2.816 -12.805 -22.861
O -2.648 -14.083 -22.137
C -1.326 -14.636 -22.236
H -0.327 -12.769 -21.948
H 0.419 -13.603 -23.280
H -1.697 -13.167 -24.628
H -1.301 -11.638 -23.850
H -3.692 -12.854 -23.509
H -2.941 -11.930 -22.223
H -1.155 -15.449 -22.941
H -0.986 -15.012 -21.271
C -5.737 -11.988 -25.695
C -4.403 -11.594 -26.404
C -4.039 -10.431 -25.527
O -5.214 -9.739 -25.321
C -6.364 -10.623 -25.483
H -5.513 -12.489 -24.753
H -6.436 -12.575 -26.292
H -4.504 -11.171 -27.403
H -3.760 -12.471 -26.474
H -3.354 -9.696 -25.951
H -3.625 -10.757 -24.573
H -7.020 -10.344 -26.308
H -7.032 -10.642 -24.622
C -6.910 -8.774 -20.857
C -5.439 -9.101 -20.796
C -5.007 -9.203 -22.257
O -6.050 -8.559 -22.971
C -6.963 -7.901 -22.090
H -7.251 -8.261 -19.958
H -7.488 -9.653 -21.145
H -5.118 -9.984 -20.244
H -4.881 -8.281 -20.343
H -4.928 -10.247 -22.559
H -4.081 -8.671 -22.477
H -7.873 -7.782 -22.678
H -6.613 -6.897 -21.848
C 1.074 -8.146 -28.055
C 0.422 -6.848 -28.606
C -1.089 -7.020 -28.410
O -1.129 -7.723 -27.162
C -0.013 -8.684 -27.129
H 1.951 -7.817 -27.497
H 1.381 -8.827 -28.848
H 0.762 -6.618 -29.616
H 0.771 -5.985 -28.039
H -1.443 -7.644 -29.231
H -1.673 -6.100 -28.393
H -0.385 -9.583 -27.620
H 0.346 -8.946 -26.134
*
```

=====

Entry 2:
Formula: C29H57Li2O10
Source: OMol25
Level of theory: ωB97M-V/def2-TZVPD

For the LUMO energy, the calculation gives -4.29 eV. Its energy relative to the best compared isomer or geometry (same formula, charge and spin) is 35.23 kcal/mol. As for the electronic energy: -51876.81911 eV. The value obtained for the highest occupied orbital energy is -11.2 eV.

ORCA input file:
```
! RIJCOSX wB97M-V def2-TZVPD def2/J DEFGRID3
* xyz 1 1
Li 0.882 3.794 0.075
Li 0.542 2.138 2.869
O -0.646 0.126 -0.457
C -0.579 1.161 0.410
O -0.514 0.909 1.641
O -0.455 2.315 -0.074
H -0.566 -0.660 0.110
C 3.582 0.836 3.944
C 3.507 1.885 5.076
C 1.991 2.053 5.397
O 1.335 1.218 4.433
C 2.216 0.178 4.050
H 4.401 0.135 4.084
H 3.671 1.249 2.936
H 4.000 2.815 4.802
H 4.009 1.513 5.969
H 1.721 3.099 5.225
H 1.740 1.856 6.437
H 1.830 -0.226 3.103
H 2.175 -0.745 4.639
C -4.785 5.317 -0.958
C -4.903 3.865 -1.333
C -3.776 3.191 -0.507
O -2.997 4.255 0.028
C -3.311 5.482 -0.615
H -5.516 5.543 -0.180
H -5.104 5.948 -1.795
H -4.688 3.664 -2.386
H -5.888 3.449 -1.131
H -3.121 2.574 -1.126
H -4.221 2.524 0.235
H -2.692 5.605 -1.510
H -3.215 6.348 0.040
C 0.126 -4.340 0.264
C -0.715 -3.845 -0.889
C -2.093 -4.275 -0.415
O -1.862 -5.519 0.271
C -0.469 -5.664 0.610
H -0.103 -3.640 1.081
H 1.195 -4.234 0.080
H -0.555 -4.349 -1.850
H -0.616 -2.778 -1.110
H -2.847 -4.388 -1.188
H -2.419 -3.566 0.360
H -0.063 -6.503 0.038
H -0.313 -5.899 1.665
C -0.574 0.222 -5.201
C -0.108 -0.739 -4.123
C -0.709 -2.094 -4.549
O -1.476 -1.833 -5.721
C -1.783 -0.466 -5.836
H 0.219 0.453 -5.915
H -0.873 1.178 -4.756
H -0.547 -0.424 -3.173
H 0.972 -0.660 -4.007
H -1.444 -2.470 -3.828
H 0.021 -2.882 -4.728
H -2.709 -0.234 -5.290
H -1.874 -0.195 -6.887
C 2.464 -1.806 -1.511
C 2.481 -1.741 -0.003
C 3.083 -0.356 0.247
O 4.012 -0.175 -0.809
C 3.710 -1.067 -1.924
H 1.558 -1.359 -1.945
H 2.321 -2.803 -1.941
H 3.170 -2.508 0.364
H 1.526 -1.936 0.484
H 3.573 -0.372 1.218
H 2.201 0.302 0.247
H 4.554 -1.731 -2.091
H 3.498 -0.402 -2.760
C 2.235 2.159 -3.804
C 3.465 2.835 -3.124
C 3.040 3.055 -1.678
O 1.593 3.225 -1.759
C 1.151 2.291 -2.729
H 2.364 1.091 -3.977
H 2.029 2.633 -4.758
H 3.683 3.754 -3.664
H 4.344 2.194 -3.176
H 3.467 3.919 -1.168
H 3.200 2.169 -1.055
H 0.202 2.644 -3.147
H 0.796 1.389 -2.221
C -2.990 -1.777 4.250
C -2.754 -2.807 5.328
C -1.656 -3.652 4.671
O -0.818 -2.698 4.027
C -1.557 -1.483 3.780
H -3.415 -0.832 4.594
H -3.599 -2.182 3.444
H -3.662 -3.390 5.495
H -2.423 -2.362 6.265
H -2.107 -4.390 4.003
H -1.105 -4.194 5.440
H -1.555 -1.238 2.718
H -1.082 -0.670 4.332
*
```

=====

Entry 3:
Formula: C29H57Li2O14P
Source: OMol25
Level of theory: ωB97M-V/def2-TZVPD

For the LUMO energy, the calculation gives 2.98 eV. Its energy relative to the best compared isomer or geometry (same formula, charge and spin) is 237.03 kcal/mol. As for the electronic energy: -69355.99296 eV. The value obtained for the highest occupied orbital energy is 1.3 eV.

ORCA input file:
```
! RIJCOSX wB97M-V def2-TZVPD def2/J DEFGRID3
* xyz -2 1
Li -1.402 -4.009 -2.477
Li 1.439 -5.858 0.203
P -1.632 -7.009 -0.813
O -2.309 -8.427 -0.962
O -0.500 -6.632 -1.751
O -1.114 -6.813 0.613
O -2.721 -5.871 -0.879
O 0.172 -0.177 0.253
C 0.079 -1.227 -0.552
O -0.386 -1.121 -1.688
O 0.411 -2.353 -0.155
H 0.040 0.389 -0.511
C 5.288 3.851 1.417
C 5.166 5.054 0.540
C 4.007 5.854 1.227
O 3.315 4.865 2.043
C 3.971 3.596 2.070
H 6.075 3.987 2.158
H 5.624 3.003 0.819
H 4.823 4.892 -0.482
H 6.050 5.690 0.566
H 3.276 6.228 0.511
H 4.396 6.553 1.967
H 3.355 2.845 1.576
H 4.119 3.341 3.120
C -6.769 -1.723 1.023
C -5.516 -0.897 1.019
C -4.938 -1.180 2.347
O -5.243 -2.545 2.517
C -6.472 -2.897 1.874
H -6.975 -1.915 -0.030
H -7.672 -1.160 1.257
H -5.557 0.113 0.611
H -4.807 -1.327 0.311
H -5.447 -0.677 3.169
H -3.902 -0.859 2.444
H -7.274 -2.747 2.596
H -6.555 -3.851 1.354
C 3.551 -4.255 6.229
C 2.257 -3.513 6.466
C 1.311 -3.757 5.257
O 1.804 -5.047 4.820
C 3.241 -4.985 4.929
H 3.839 -4.964 7.005
H 4.382 -3.590 5.994
H 2.621 -2.500 6.640
H 1.656 -3.888 7.295
H 1.352 -2.992 4.481
H 0.256 -3.896 5.495
H 3.641 -4.440 4.075
H 3.591 -6.018 4.934
C 5.094 0.567 -4.442
C 6.543 0.847 -4.175
C 6.957 -0.533 -3.915
O 5.946 -1.014 -3.027
C 4.706 -0.320 -3.330
H 5.018 0.009 -5.375
H 4.546 1.508 -4.398
H 6.686 1.380 -3.235
H 7.129 1.318 -4.964
H 7.925 -0.486 -3.417
H 7.006 -1.100 -4.844
H 4.446 0.234 -2.427
H 4.010 -1.073 -3.698
C -0.731 3.958 -2.835
C -2.137 3.514 -3.319
C -2.713 4.830 -3.960
O -2.148 5.860 -3.171
C -0.883 5.475 -2.767
H -0.126 3.655 -3.690
H -0.407 3.535 -1.884
H -2.683 3.200 -2.429
H -1.949 2.764 -4.087
H -3.800 4.862 -4.038
H -2.397 4.758 -5.000
H -0.704 5.909 -1.783
H -0.079 5.959 -3.322
C -2.024 2.917 4.946
C -1.349 1.856 5.881
C -0.453 2.678 6.763
O -0.083 3.746 5.976
C -1.250 4.185 5.186
H -3.091 3.026 5.145
H -1.879 2.677 3.893
H -0.698 1.187 5.317
H -2.063 1.276 6.465
H 0.402 2.208 7.249
H -0.849 3.074 7.699
H -0.808 4.616 4.288
H -1.830 4.927 5.735
C -4.679 -2.521 -6.666
C -3.441 -2.325 -7.524
C -2.299 -2.677 -6.576
O -2.905 -3.224 -5.424
C -4.175 -2.684 -5.252
H -5.159 -3.453 -6.964
H -5.571 -1.895 -6.703
H -3.283 -1.257 -7.675
H -3.510 -2.840 -8.482
H -1.622 -1.863 -6.315
H -1.682 -3.488 -6.961
H -4.033 -1.690 -4.828
H -4.837 -3.214 -4.568
*
```

=====

Entry 4:
Formula: C29H57N2O2PSi4SnTe
Source: OMol25
Level of theory: ωB97M-V/def2-TZVPD

For the LUMO energy, the calculation gives -5.77 eV. Its energy relative to the best compared isomer or geometry (same formula, charge and spin) is 36.45 kcal/mol. As for the electronic energy: -91989.15405 eV. The value obtained for the highest occupied orbital energy is -12.8 eV.

ORCA input file:
```
! RIJCOSX wB97M-V def2-TZVPD def2/J DEFGRID3
* xyz 2 1
Sn -0.530 -1.112 -0.337
O -4.539 -0.103 0.004
C -3.439 -0.432 -0.353
O -2.401 -0.627 0.416
C -3.166 -0.668 -1.830
C -4.164 -0.488 -2.771
C -3.866 -0.716 -4.103
C -2.581 -1.112 -4.452
C -1.639 -1.272 -3.457
N -1.931 -1.058 -2.168
H -5.140 -0.177 -2.429
H -4.624 -0.587 -4.864
H -2.311 -1.301 -5.481
H -0.631 -1.594 -3.670
N 1.533 -2.032 -2.455
H 1.792 -2.984 -2.697
H 2.257 -1.695 -1.827
H 1.644 -1.492 -3.309
C 1.560 -3.529 1.472
C 0.608 -4.587 0.899
C 1.229 -5.162 -0.375
C 0.427 -5.694 1.942
P -1.003 -3.708 0.524
C -1.733 -3.420 2.164
C -2.579 -4.328 2.804
C -3.061 -4.070 4.077
C -2.699 -2.906 4.739
C -1.854 -1.998 4.121
C -1.380 -2.254 2.844
C -2.161 -4.735 -0.528
C -2.240 -6.226 -0.179
C -1.697 -4.624 -1.989
C -3.552 -4.096 -0.418
H 2.496 -4.016 1.755
H 1.156 -3.054 2.366
H 1.799 -2.756 0.738
H 2.247 -5.488 -0.153
H 1.281 -4.417 -1.171
H 0.685 -6.028 -0.749
H 1.398 -6.161 2.122
H -0.257 -6.474 1.611
H 0.066 -5.298 2.890
H -2.872 -5.246 2.320
H -3.720 -4.784 4.552
H -3.079 -2.706 5.732
H -1.571 -1.085 4.626
H -0.726 -1.520 2.389
H -1.295 -6.739 -0.348
H -2.979 -6.683 -0.841
H -2.558 -6.424 0.841
H -0.742 -5.118 -2.162
H -1.616 -3.588 -2.310
H -2.439 -5.112 -2.624
H -3.970 -4.159 0.584
H -4.226 -4.615 -1.102
H -3.535 -3.044 -0.704
C 5.789 3.767 2.247
Si 4.740 5.262 1.938
C 3.761 5.836 3.403
C 5.855 6.665 1.326
Si 3.850 6.853 -0.515
Te 3.114 4.597 0.061
Si 2.602 8.726 0.276
C 2.051 9.476 -1.347
C 3.775 9.847 1.198
C 1.164 8.139 1.299
Si 5.386 7.051 -2.315
C 4.235 7.060 -3.789
C 6.286 8.668 -2.096
C 6.514 5.568 -2.321
H 6.511 3.987 3.038
H 6.337 3.473 1.352
H 5.181 2.921 2.572
H 4.430 5.998 4.252
H 3.013 5.097 3.694
H 3.246 6.775 3.196
H 6.443 6.948 2.209
H 5.402 7.625 1.030
H 6.558 6.343 0.559
H 2.895 9.830 -1.942
H 1.413 10.339 -1.138
H 1.466 8.781 -1.953
H 4.667 10.082 0.613
H 4.088 9.423 2.153
H 3.269 10.792 1.413
H 0.651 7.299 0.828
H 0.443 8.953 1.407
H 1.464 7.831 2.301
H 3.535 7.897 -3.764
H 3.665 6.132 -3.868
H 4.830 7.157 -4.701
H 5.599 9.516 -2.072
H 6.968 8.824 -2.935
H 6.885 8.684 -1.183
H 5.948 4.637 -2.245
H 7.246 5.596 -1.513
H 7.071 5.546 -3.261
*
```

=====

Question: The lowest highest occupied orbital energy belongs to which entry?
Answer: C29H57N2O2PSi4SnTe

=====

Question: Number 1 is which compound?
Answer: C29H57Li2O10

=====

Question: energy relative to the best compared isomer or geometry (same formula, charge and spin) of number 1 (C29H57Li2O10)?
Answer: 66.92 kcal/mol